1.
Density functional theory data (ωB97M-V/def2-TZVPD) for a structure of composition C51H66F3N4O5P2RbS.

XYZ file:
```
133
Properties=species:S:1:pos:R:3:forces:R:3:lowdin_charge:R:1
Rb -0.2230 -0.5807 -0.3963 -0.1 0.4 -0.4 0.69
O 2.0292 1.1903 3.4366 0.0 0.1 0.1 -0.05
C 1.9092 0.2253 2.6642 0.0 0.1 0.0 -0.79
O 0.9515 -0.0585 1.9097 0.0 -0.1 0.2 -0.24
C 3.1104 -0.7638 2.6091 0.0 -0.1 0.1 -0.29
P 3.7310 -0.9282 0.8974 -0.1 -0.1 -0.1 1.10
C 5.1590 -2.0855 1.1212 0.0 0.1 0.0 -0.36
C 5.6095 -2.5637 2.3486 0.0 0.0 0.0 -0.09
C 6.6309 -3.5023 2.4191 0.0 0.0 0.0 -0.10
C 7.2280 -3.9742 1.2596 0.0 0.0 0.0 -0.12
C 6.7907 -3.5049 0.0274 0.0 0.0 0.0 -0.10
C 5.7615 -2.5800 -0.0376 0.0 0.0 0.0 -0.11
C 4.6568 0.6428 0.6784 0.0 -0.1 0.0 -0.34
C 5.2391 0.8953 -0.5637 0.0 0.1 0.1 -0.10
C 5.8906 2.0925 -0.8075 0.0 0.0 0.0 -0.09
C 5.9542 3.0642 0.1819 0.0 0.0 0.0 -0.11
C 5.3592 2.8285 1.4116 0.0 0.0 0.0 -0.09
C 4.7137 1.6252 1.6629 0.0 0.0 0.0 -0.08
H 2.7365 -1.7574 2.8755 0.0 0.0 0.0 0.07
H 3.8714 -0.4655 3.3354 0.0 0.0 -0.1 0.07
H 5.1557 -2.2055 3.2634 0.0 0.0 0.0 0.09
H 6.9586 -3.8633 3.3868 0.0 0.0 0.0 0.09
H 8.0238 -4.7076 1.3146 0.0 0.0 0.0 0.09
H 7.2400 -3.8706 -0.8879 0.0 0.0 0.0 0.09
H 5.4071 -2.2411 -1.0038 0.0 0.0 -0.1 0.09
H 5.1334 0.1803 -1.3657 0.0 -0.1 -0.1 0.08
H 6.3131 2.2770 -1.7879 0.0 0.0 0.0 0.10
H 6.4442 4.0103 -0.0156 0.0 0.0 0.0 0.09
H 5.3724 3.5913 2.1808 0.0 0.0 0.0 0.10
H 4.2066 1.4840 2.6093 0.0 0.0 0.0 0.08
C -0.3961 3.3216 -0.8129 0.0 0.0 0.0 -0.10
N 0.6567 2.3646 -1.0673 0.0 -0.1 0.0 -0.29
C 1.7664 2.5840 -0.1622 0.0 0.0 0.0 -0.09
C 1.0829 2.4251 -2.4536 0.0 0.1 -0.1 -0.19
C 2.0941 1.3718 -2.9017 -0.1 0.1 0.2 -0.28
C 2.9013 1.7517 -3.9743 0.0 0.0 0.0 -0.09
C 3.8505 0.8878 -4.5007 0.1 0.0 -0.1 -0.14
C 3.9961 -0.3632 -3.9188 0.1 0.0 -0.1 -0.16
C 3.1773 -0.7083 -2.8477 0.0 0.0 0.2 -0.25
C 2.1828 0.1095 -2.2709 0.0 -0.2 -0.4 -0.13
H -0.0635 4.3640 -0.9947 0.0 0.0 0.0 0.09
H -0.7129 3.2506 0.2305 0.0 0.0 0.0 0.08
H -1.2595 3.1254 -1.4479 0.0 0.0 0.0 0.06
H 2.1829 3.6038 -0.2809 0.0 0.0 0.0 0.09
H 2.5498 1.8638 -0.3775 0.0 0.0 0.0 0.06
H 1.4452 2.4472 0.8708 0.0 0.0 0.0 0.08
H 1.5134 3.4306 -2.6614 0.0 0.0 0.0 0.12
H 0.1842 2.3527 -3.0784 0.0 -0.1 0.0 0.11
H 2.7964 2.7460 -4.4029 0.0 0.0 0.0 0.09
H 4.4679 1.1907 -5.3400 0.0 0.0 0.0 0.08
H 4.7422 -1.0607 -4.2974 0.0 0.0 0.0 0.08
H 3.3629 -1.6980 -2.4106 0.0 0.0 0.0 0.05
F -3.6954 1.4209 -4.9161 0.1 0.1 0.1 0.11
C -2.6271 1.6971 -4.1188 0.0 0.0 -0.2 -0.52
F -2.1708 2.9133 -4.4958 -0.1 -0.2 0.1 0.12
F -1.6745 0.8090 -4.4351 -0.1 0.1 0.1 0.13
C -3.0413 1.6638 -2.6135 -0.1 0.1 0.1 -0.62
O -3.7875 2.6164 -2.2849 0.0 0.1 0.0 -0.03
O -2.6255 0.7301 -1.9274 0.2 -0.2 -0.2 -0.02
N -2.3215 -1.0367 2.0034 -0.1 0.1 0.1 0.04
C -2.0327 -2.1217 1.7171 0.0 -0.3 0.1 -0.07
H -2.6032 -0.1055 2.3069 -0.1 0.1 0.1 -0.06
N -4.2529 1.6290 0.2841 0.1 -0.1 -0.1 0.12
C -4.0195 2.3901 1.3503 0.0 0.0 0.1 -0.85
S -3.8373 1.7573 2.9117 0.0 0.2 -0.1 0.60
N -4.0071 3.7250 1.0631 0.0 -0.2 -0.1 0.06
C -3.7000 4.8233 1.8935 0.1 0.0 0.0 -0.26
C -2.6138 4.8257 2.7669 -0.2 0.0 -0.1 -0.04
C -2.3344 5.9672 3.4986 0.0 0.0 0.0 -0.08
C -3.1064 7.1133 3.3592 0.0 0.0 0.0 -0.11
C -4.1677 7.1172 2.4680 0.0 0.0 0.0 -0.11
C -4.4651 5.9759 1.7400 0.0 -0.1 0.1 -0.03
H -4.0498 0.6445 0.3479 -0.1 0.0 0.2 0.09
H -4.1215 2.0134 -0.6682 0.0 0.1 0.1 0.05
H -4.1681 3.9507 0.0901 0.0 0.0 0.0 0.14
H -1.9940 3.9492 2.8551 0.0 -0.1 0.0 0.09
H -1.4871 5.9617 4.1714 0.0 0.0 0.0 0.10
H -2.8671 8.0026 3.9274 0.0 0.0 0.0 0.09
H -4.7705 8.0069 2.3362 0.0 0.0 0.0 0.09
H -5.3019 5.9657 1.0531 0.0 0.0 0.0 0.11
O -1.0885 -3.0914 -1.5147 0.2 -0.2 -0.2 -0.41
P 0.0624 -3.8519 -2.0985 -0.2 0.4 0.0 0.77
C 0.7038 -3.0736 -3.6275 0.1 0.1 0.0 -0.32
C 1.4779 -3.9744 -4.6242 0.1 -0.1 0.1 -0.19
C 1.2452 -3.5515 -6.0753 0.0 -0.1 0.0 -0.21
C 1.3607 -2.0404 -6.1993 0.1 0.1 0.0 -0.19
C 0.2739 -1.3251 -5.3772 -0.1 0.0 0.0 -0.17
C -0.3751 -2.2414 -4.3367 -0.1 -0.1 0.1 -0.18
C -0.4314 -5.5675 -2.4938 0.1 -0.1 -0.1 -0.34
C -1.3682 -5.5950 -3.7061 0.0 0.1 -0.1 -0.19
C -1.6231 -7.0367 -4.1659 0.0 0.0 -0.1 -0.19
C -1.6445 -8.0178 -2.9868 0.0 -0.1 0.0 -0.21
C -2.1410 -7.3068 -1.7363 -0.1 0.0 0.1 -0.20
C -1.1330 -6.2388 -1.2944 0.1 0.0 0.1 -0.19
C 1.4683 -3.8799 -0.9461 0.1 0.0 0.0 -0.33
C 2.6709 -4.7434 -1.4018 0.0 0.0 -0.1 -0.17
C 2.8306 -5.9833 -0.5301 0.0 -0.1 -0.1 -0.20
C 3.1063 -5.6016 0.9244 0.0 -0.1 0.1 -0.18
C 2.2621 -4.3955 1.3676 0.0 0.0 0.1 -0.18
C 1.0338 -4.2060 0.4925 -0.2 0.0 0.0 -0.18
H 1.4104 -2.3264 -3.2398 -0.1 -0.1 0.0 0.09
H 1.2230 -5.0315 -4.5094 0.0 0.0 0.0 0.09
H 2.5472 -3.8929 -4.4095 0.0 0.0 0.0 0.11
H 0.2554 -3.8833 -6.4078 0.0 0.0 0.0 0.11
H 1.9724 -4.0547 -6.7206 0.0 0.0 0.0 0.10
H 1.3160 -1.7310 -7.2469 0.0 0.0 0.0 0.10
H 2.3439 -1.7384 -5.8313 0.1 0.0 0.0 0.10
H -0.5064 -0.9354 -6.0337 0.0 0.0 0.0 0.10
H 0.7117 -0.4672 -4.8656 0.0 0.0 0.0 0.10
H -1.1164 -2.8952 -4.8076 0.0 0.0 0.0 0.10
H -0.9226 -1.6493 -3.6047 0.0 0.0 0.0 0.10
H 0.4769 -6.1290 -2.7449 0.0 0.0 0.0 0.11
H -0.9644 -5.0136 -4.5353 0.0 0.0 0.0 0.08
H -2.3018 -5.1026 -3.4235 0.0 0.0 0.0 0.13
H -0.8560 -7.3359 -4.8864 0.0 0.0 0.0 0.10
H -2.5788 -7.0787 -4.6969 0.0 0.0 0.0 0.11
H -0.6356 -8.3975 -2.7947 0.0 0.0 0.0 0.11
H -2.2580 -8.8896 -3.2269 0.0 0.0 0.0 0.10
H -2.3081 -8.0117 -0.9182 0.0 0.0 0.0 0.11
H -3.1102 -6.8454 -1.9437 0.0 0.0 0.0 0.11
H -0.3772 -6.7049 -0.6571 0.0 0.0 0.0 0.09
H -1.6325 -5.4760 -0.6931 0.0 0.0 0.0 0.11
H 1.7936 -2.8285 -0.9453 0.0 0.0 0.0 0.09
H 3.5829 -4.1425 -1.3422 0.0 0.0 0.0 0.11
H 2.5781 -5.0380 -2.4490 0.0 0.0 0.0 0.08
H 3.6385 -6.6141 -0.9125 0.0 0.0 0.0 0.11
H 1.9183 -6.5855 -0.5957 0.0 0.0 0.0 0.09
H 4.1665 -5.3594 1.0386 0.0 0.0 0.0 0.10
H 2.9131 -6.4636 1.5705 0.0 0.0 0.0 0.10
H 2.8640 -3.4915 1.3016 0.1 0.1 0.0 0.06
H 1.9734 -4.4913 2.4166 0.0 0.0 0.0 0.11
H 0.3954 -3.4070 0.8704 0.0 0.0 0.0 0.08
H 0.4194 -5.1094 0.5282 0.0 0.0 0.0 0.10
```
Positions in Å, forces in eV/Å.

Results
* 2S+1: 1
* charge: -2


2.
Density functional theory data (ωB97M-V/def2-TZVPD) for a structure of composition C51H68InN3O7P3S.

XYZ file:
```
134
Properties=species:S:1:pos:R:3:forces:R:3:lowdin_charge:R:1
In 0.0009 -0.5139 0.5724 0.4 -0.5 0.1 1.04
O 0.4063 -0.9670 2.6215 -1.0 0.7 -1.5 -0.38
P 1.7066 -0.9348 3.4219 0.6 -0.2 1.1 0.83
C 2.9127 -2.0446 2.5993 -0.4 0.5 -0.3 -0.27
P 3.3329 -1.3652 0.9402 1.0 -0.5 0.1 0.83
O 2.0832 -0.8956 0.1982 -1.4 0.7 -0.1 -0.37
C 4.4846 -0.0050 1.2000 -0.2 -0.5 -0.2 -0.29
C 5.6926 -0.2985 1.8295 -0.1 0.0 -0.1 -0.07
C 6.6279 0.7013 2.0152 0.1 -0.1 0.0 -0.04
C 6.3641 1.9851 1.5610 0.0 0.0 -0.1 -0.04
C 5.1648 2.2759 0.9280 0.1 0.0 0.0 -0.05
C 4.2235 1.2795 0.7426 -0.2 -0.1 -0.1 -0.08
C 4.1173 -2.6683 -0.0221 -0.2 0.4 0.4 -0.28
C 4.3693 -2.3817 -1.3628 -0.1 0.1 0.1 -0.07
C 4.9888 -3.3211 -2.1642 0.0 0.1 -0.1 -0.04
C 5.3693 -4.5433 -1.6281 -0.1 0.0 0.1 -0.03
C 5.1274 -4.8254 -0.2922 0.0 -0.1 0.0 -0.04
C 4.5043 -3.8904 0.5161 -0.1 0.1 0.1 -0.07
C 2.4180 0.7182 3.5101 -0.4 -0.5 0.1 -0.29
C 1.8571 1.7799 2.8112 -0.2 -0.2 0.0 -0.09
C 2.3945 3.0479 2.9507 -0.1 0.0 0.0 -0.05
C 3.4782 3.2510 3.7924 -0.1 0.0 0.0 -0.03
C 4.0323 2.1921 4.4967 0.1 0.0 0.0 -0.03
C 3.5029 0.9236 4.3597 -0.1 -0.1 -0.1 -0.05
C 1.3027 -1.5322 5.0717 0.4 0.2 -0.6 -0.29
C 1.9395 -2.6204 5.6567 0.0 0.1 -0.1 -0.07
C 1.5936 -2.9971 6.9430 0.0 -0.1 0.0 -0.04
C 0.6176 -2.2957 7.6354 0.1 -0.1 -0.1 -0.03
C -0.0283 -1.2199 7.0428 -0.1 0.1 0.0 -0.04
C 0.3134 -0.8317 5.7611 0.0 0.1 -0.1 -0.06
H 2.4540 -3.0319 2.4852 0.0 0.1 0.1 0.09
H 3.8258 -2.1206 3.1910 0.1 0.0 0.0 0.08
H 5.8989 -1.3086 2.1536 0.2 -0.1 0.1 0.11
H 7.5647 0.4775 2.5019 0.1 0.0 0.0 0.12
H 7.1043 2.7587 1.6881 0.1 0.1 0.0 0.12
H 4.9704 3.2769 0.5728 0.0 0.1 0.0 0.12
H 3.2818 1.4876 0.2482 0.0 0.1 0.0 0.09
H 4.0822 -1.4158 -1.7563 0.0 0.1 -0.2 0.11
H 5.1861 -3.1039 -3.2024 0.0 0.0 -0.1 0.12
H 5.8600 -5.2752 -2.2498 0.0 -0.1 -0.1 0.12
H 5.4288 -5.7736 0.1230 0.0 -0.1 0.0 0.12
H 4.3344 -4.1136 1.5578 0.0 -0.1 0.1 0.10
H 0.9901 1.6100 2.1726 0.1 0.2 0.1 0.07
H 1.9600 3.8810 2.4192 -0.1 0.1 0.0 0.11
H 3.8811 4.2436 3.9159 0.1 0.1 0.0 0.13
H 4.8631 2.3597 5.1644 0.1 0.0 0.0 0.13
H 3.9108 0.0955 4.9225 0.1 0.0 0.1 0.12
H 2.7003 -3.1660 5.1194 0.1 -0.1 0.0 0.10
H 2.0864 -3.8390 7.4023 0.0 -0.1 0.1 0.12
H 0.3567 -2.5938 8.6388 0.0 0.0 0.1 0.12
H -0.7950 -0.6856 7.5829 0.0 0.1 0.0 0.12
H -0.1766 0.0069 5.2848 -0.1 0.1 0.1 0.12
C -7.0980 -2.1502 -1.7236 0.0 0.0 -0.2 -0.10
C -6.4749 -2.0371 -0.3521 0.5 -0.3 0.0 -0.25
S -4.7375 -2.5931 -0.3875 0.2 -0.1 0.6 0.72
O -3.8850 -1.6613 0.3374 -0.6 0.2 0.3 -0.34
O -4.2725 -2.8836 -1.7178 -0.6 -0.2 -0.5 -0.29
C -4.7152 -4.1796 0.5621 -0.2 0.8 -0.5 -0.15
C -3.4402 -4.9723 0.2767 -0.4 -0.5 0.0 -0.10
N -2.3331 -4.1025 -0.0846 0.6 0.2 -0.2 0.05
C -1.7641 -3.1886 0.7158 0.2 -0.2 0.2 -0.32
N -0.9176 -2.4346 0.0092 0.5 1.1 0.6 0.05
C -0.9568 -2.8569 -1.2812 -0.5 -0.9 -0.9 -0.01
C -1.8437 -3.8918 -1.3555 1.0 1.0 0.1 -0.12
N -2.1879 -4.5849 -2.5777 0.3 0.4 0.6 -0.34
O -2.8685 -5.5696 -2.5029 -0.5 -0.7 -0.1 0.14
O -1.7133 -4.0951 -3.5665 0.1 0.2 -0.6 0.14
C -2.0085 -3.0533 2.1618 -0.2 0.1 0.2 0.04
H -8.1638 -1.9430 -1.6733 0.0 0.0 0.1 0.10
H -6.9571 -3.1476 -2.1265 -0.1 -0.1 -0.1 0.09
H -6.6457 -1.4434 -2.4124 0.0 0.0 -0.1 0.07
H -6.9581 -2.6882 0.3729 -0.1 0.0 0.2 0.10
H -6.4596 -1.0181 0.0287 0.1 0.0 0.1 0.11
H -5.5785 -4.7468 0.2281 -0.1 -0.1 0.0 0.12
H -4.8339 -3.9129 1.6074 -0.1 0.1 0.1 0.11
H -3.6025 -5.6476 -0.5653 0.1 0.2 0.3 0.12
H -3.1574 -5.5740 1.1445 0.0 0.1 -0.1 0.15
H -0.3577 -2.4408 -2.0713 -0.1 0.0 0.0 0.13
H -2.1608 -4.0246 2.6293 0.1 0.0 0.0 0.11
H -2.8995 -2.4406 2.3169 0.0 -0.1 0.0 0.10
H -1.1680 -2.5438 2.6313 0.0 -0.2 0.0 0.06
O -0.8065 1.3011 -0.0709 0.6 -2.2 1.6 -0.40
P -0.6723 2.1772 -1.3424 0.5 1.1 -0.6 0.99
C 0.9156 1.5635 -2.1450 -0.7 0.2 0.3 -0.33
C 0.7596 0.1574 -2.7206 0.0 -0.1 0.0 -0.20
C 0.3394 0.1274 -4.1876 0.2 -0.1 0.0 -0.17
C 1.3090 0.9571 -5.0269 -0.3 0.1 0.0 -0.17
C 1.3036 2.4057 -4.5549 0.2 -0.1 0.0 -0.18
C 1.6857 2.5002 -3.0798 0.0 0.2 -0.1 -0.17
C -2.3120 2.0042 -2.1994 0.6 0.3 0.2 -0.31
C -2.8069 0.5580 -2.2059 0.0 -0.3 0.3 -0.19
C -4.2993 0.5246 -2.5656 0.0 0.1 -0.1 -0.18
C -4.6662 1.6133 -3.5839 0.0 -0.1 -0.1 -0.17
C -3.4570 1.9317 -4.4532 -0.2 0.2 0.1 -0.17
C -2.3740 2.6155 -3.6089 -0.1 0.1 -0.2 -0.18
C -0.2279 3.8731 -0.6842 -0.1 -0.5 -0.4 -0.33
C -0.7083 4.1264 0.7450 -0.3 -0.3 0.1 -0.20
C -2.1725 4.5403 0.8112 0.1 0.2 0.1 -0.18
C -2.3919 5.8013 -0.0152 -0.2 -0.3 -0.1 -0.18
C -2.0542 5.5167 -1.4727 0.1 0.1 0.1 -0.19
C -0.6211 5.0124 -1.6338 0.0 0.1 -0.2 -0.17
H 1.5018 1.4714 -1.2088 -0.2 0.2 -0.1 0.09
H 0.0335 -0.3918 -2.0959 0.0 -0.2 -0.1 0.05
H 1.7222 -0.3563 -2.6267 0.0 0.0 0.1 0.12
H -0.6669 0.5263 -4.3072 -0.1 0.0 0.0 0.09
H 0.3266 -0.9038 -4.5452 -0.1 0.0 0.1 0.13
H 1.0178 0.9054 -6.0757 0.1 0.0 0.0 0.13
H 2.3173 0.5469 -4.9405 0.1 -0.1 -0.1 0.12
H 0.3227 2.8470 -4.7319 0.0 0.1 0.0 0.10
H 2.0214 2.9844 -5.1361 0.0 0.1 0.0 0.13
H 1.6024 3.5331 -2.7402 0.1 0.0 0.1 0.10
H 2.7399 2.2203 -2.9965 0.0 0.0 0.1 0.13
H -2.9737 2.5617 -1.5231 0.1 0.0 0.0 0.12
H -2.6748 0.0951 -1.2237 0.0 0.0 -0.1 0.08
H -2.2509 -0.0282 -2.9371 0.1 0.0 0.0 0.11
H -4.8957 0.6466 -1.6605 0.0 0.0 0.1 0.11
H -4.5140 -0.4631 -2.9745 0.0 0.0 0.0 0.10
H -4.9895 2.5231 -3.0717 -0.1 0.0 0.0 0.12
H -5.4957 1.2782 -4.2062 -0.1 0.1 0.1 0.12
H -3.7350 2.5920 -5.2736 0.0 0.0 0.0 0.13
H -3.0839 1.0078 -4.8967 0.1 -0.1 -0.1 0.12
H -2.6052 3.6789 -3.5464 0.1 0.0 0.0 0.11
H -1.4162 2.5249 -4.1161 0.0 0.1 0.0 0.07
H 0.8714 3.8111 -0.6519 -0.1 -0.1 -0.1 0.12
H -0.1045 4.9395 1.1576 0.1 0.0 0.0 0.13
H -0.5476 3.2359 1.3581 0.1 0.1 0.0 0.09
H -2.4509 4.7194 1.8495 0.0 -0.1 0.0 0.12
H -2.7999 3.7276 0.4333 -0.1 0.0 0.0 0.11
H -1.7589 6.6041 0.3678 0.0 0.1 0.0 0.13
H -3.4282 6.1288 0.0629 0.0 0.1 0.0 0.12
H -2.1669 6.4249 -2.0666 0.0 -0.1 -0.1 0.13
H -2.7684 4.7849 -1.8515 -0.1 0.0 -0.1 0.09
H 0.0485 5.8505 -1.4208 0.1 0.0 -0.1 0.13
H -0.4475 4.7177 -2.6720 0.1 0.1 -0.1 0.10
```
Positions in Å, forces in eV/Å.

Results
* 2S+1: 1
* charge: +3


Summary of LUMO in eV
3.5 -8.3
(order as listed above)
Summary of energy relative to the best compared isomer or geometry (same formula, charge and spin) in kJ/mol
0.0 0.0
(order as listed above)